[1]
DFT (ωB97M-V/def2-TZVPD) results for C19H17Cl5N2Re as an isolated structure at a distorted geometry.

E_tot: -87680.77267 eV
net charge: +2
spin multiplicity: 4
frontier orbital gap (spin up / spin down): 6.42 / 5.11 eV
HOMO level (spin up / spin down): -15.462 / -15.508 eV
⟨S²⟩: 3.79

Atoms and positions in Å:
Re 0.1112 -0.0195 0.0568
Cl 2.5303 2.6244 0.4555
Cl 6.9414 -0.3743 0.9253
Cl 2.2289 -2.8368 0.2973
Cl 5.2564 -2.9705 0.5975
Cl 5.5518 2.4020 0.7237
N 0.1639 -1.3363 -1.7542
N 0.3759 1.3079 -1.7270
C 0.4686 -0.7535 -2.9482
C -0.1147 -2.6545 -1.7201
C 3.2012 1.0376 0.4872
C 0.6138 0.7039 -2.9271
C 0.7790 3.4418 -2.7233
C 5.2531 -0.2763 0.6898
C 0.1374 -3.4797 -2.8098
C 4.4795 -1.4476 0.5673
C 0.6006 -1.5319 -4.1121
C 0.3147 2.6539 -1.6770
C -0.2377 1.4149 1.4543
C 2.4141 -0.1132 0.3788
C 0.4676 -2.9119 -4.0389
C -1.8941 0.0148 -0.2295
C 4.6104 0.9767 0.6270
C 1.0714 2.8478 -3.9501
C 0.9505 1.4678 -4.0577
C -0.2506 -1.3392 1.5635
C 3.0726 -1.3438 0.4215
H 0.8255 -1.0226 -5.0458
H -0.8100 0.9991 2.2953
H -0.0784 -2.3960 1.3286
H 1.1308 0.9446 -4.9928
H -2.3036 -0.9936 -0.3683
H 0.0668 -4.5568 -2.6770
H -2.1464 0.5971 -1.1237
H -2.4118 0.4712 0.6241
H 0.7008 1.8125 1.8571
H -0.5061 -3.0443 -0.7781
H 0.9008 4.5098 -2.5601
H -0.8054 2.2727 1.0676
H 0.6149 -3.5261 -4.9253
H 0.4307 -1.0810 2.3853
H -1.2764 -1.2381 1.9441
H -0.0778 3.0886 -0.7564
H 1.3782 3.4412 -4.8084

Atomic forces in eV per Å
Re 2.20 -0.44 0.99
Cl 0.43 -0.61 -0.06
Cl -0.29 0.02 -0.09
Cl 0.54 0.57 0.03
Cl -0.38 0.80 0.01
Cl -0.50 -0.82 -0.03
N -0.76 0.38 -0.82
N -0.68 0.14 -1.00
C 0.15 -1.38 -0.07
C 0.48 0.07 -0.14
C -0.98 -0.13 -0.18
C 0.43 1.43 0.01
C -0.28 0.13 -0.03
C -0.18 -0.13 0.01
C -0.25 -0.08 0.15
C 1.88 -0.09 0.24
C 0.00 0.77 0.52
C 0.58 -0.27 -0.12
C -0.64 0.92 0.65
C -0.87 0.22 -0.61
C 0.10 0.11 0.29
C -1.67 -0.10 -0.75
C 1.90 0.04 0.29
C 0.07 -0.13 0.36
C -0.21 -0.74 0.46
C -0.59 -0.87 0.40
C -0.68 0.03 -0.10
H -0.08 -0.35 0.13
H 0.00 0.22 -0.26
H -0.09 0.23 0.08
H -0.02 0.36 0.12
H -0.03 0.12 0.01
H -0.23 0.23 -0.16
H -0.17 -0.02 0.07
H 0.05 -0.13 -0.26
H -0.06 -0.16 -0.04
H 0.27 0.07 -0.30
H -0.29 -0.16 -0.19
H 0.12 -0.07 0.14
H -0.02 0.10 0.23
H 0.08 -0.02 0.04
H 0.31 -0.05 0.05
H 0.38 -0.10 -0.27
H -0.03 -0.09 0.22

[2]
DFT (ωB97M-V/def2-TZVPD) results for a 2-piece molecular cluster, C6H14BClFNO3S overall at a distorted geometry.

E_tot: -40826.22603 eV
frontier orbital gap: 5.05 eV
HOMO level: -7.412 eV

Atoms and positions in Å:
Cl -0.2461 -2.6719 2.1764
S 0.0086 -1.6111 -1.6016
F -0.3964 2.7113 -2.5090
O -2.5913 -2.2659 0.8039
O -0.8239 -0.3537 -0.8202
O 2.2980 -2.5732 0.0888
N 2.8730 -0.9398 -1.8084
C -0.1924 2.5096 2.4838
C -1.1152 1.6558 1.4064
C -1.3288 -2.7034 0.6380
C -0.7655 -3.1931 -0.8592
C -0.9406 2.1182 -0.1525
C -0.3198 0.9797 -1.1599
B 1.8202 -1.7337 -1.0490
H 2.4196 -0.3084 -2.5131
H 0.6817 1.7641 2.8035
H 2.7755 -1.8965 0.6837
H 0.8423 1.1046 -1.1435
H -0.6623 1.2225 -2.2756
H 0.2016 3.5237 2.0455
H -1.6915 -3.5757 -1.4615
H 3.3454 -0.3294 -1.0834
H -1.9897 2.4427 -0.5674
H -0.8835 2.6572 3.4449
H -0.2365 3.0799 -0.2062
H -2.2447 1.8685 1.6990
H 0.0730 -4.0082 -0.6921
H -0.9106 0.5262 1.6283

Atomic forces in eV per Å
Cl -1.26 -0.22 -2.52
S -1.99 -0.02 0.14
F 0.28 1.25 -1.16
O 8.96 -3.34 -1.49
O 1.41 -3.19 0.81
O -1.02 3.77 -1.47
N -3.49 0.44 1.97
C -0.55 -1.38 0.29
C -0.62 0.66 0.68
C -7.16 2.57 1.08
C -0.26 -0.01 2.42
C -0.22 -0.10 0.32
C 0.62 2.90 -1.63
B 4.35 -0.20 1.70
H 0.80 -0.57 0.76
H -1.57 2.05 -0.62
H -0.73 -1.81 -1.12
H -1.98 -0.75 0.26
H 0.74 -0.17 2.19
H -0.77 -2.05 0.99
H 1.91 1.04 1.05
H -0.11 -0.96 -1.36
H 2.24 -0.71 0.70
H 1.79 -0.01 -2.03
H -1.56 -2.39 -0.11
H 2.33 -0.62 -0.62
H -1.65 1.83 -0.54
H -0.47 2.01 -0.69

[3]
DFT (ωB97M-V/def2-TZVPD) results for an isolated ion of composition C4H3BrNO and charge +1 at a distorted geometry.

E_tot: -77765.76973 eV
net charge: +1
energy above the lowest of the compared OMol25 structures with the same formula, charge and spin: 0.633 eV
frontier orbital gap: 8.39 eV
HOMO level: -14.531 eV
SMILES string: C#[N+]/C=C(/Br)C=O

Atoms and positions in Å:
Br -2.9437 0.3592 -0.0175
O 0.1013 -2.0537 0.0081
N 1.2048 0.6163 0.0079
C -0.1398 0.9142 -0.0180
C -0.9371 -1.4980 -0.1111
C 2.3373 0.8598 0.1268
C -1.1825 -0.0064 -0.0800
H -1.7132 -2.1282 -0.4347
H 3.4004 0.9233 0.3456
H -0.1276 2.0134 0.1728

Atomic forces in eV per Å
Br -0.89 0.76 0.00
O 2.04 0.49 0.82
N 3.19 0.45 0.36
C -1.98 0.01 0.37
C 0.51 -0.03 -1.15
C -2.27 -1.43 -0.11
C 3.17 1.02 0.58
H -2.21 -0.36 -0.17
H -0.33 0.07 -0.24
H -1.23 -0.98 -0.45

[4]
DFT (ωB97M-V/def2-TZVPD) results for C6H8HgO6 as an isolated structure at a distorted geometry.

E_tot: -22789.20344 eV
net charge: +2
energy above the lowest of the compared OMol25 structures with the same formula, charge and spin: 1.119 eV
frontier orbital gap: 6.36 eV
HOMO level: -17.186 eV

Atoms and positions in Å:
Hg 3.3626 2.5757 -0.2280
O 2.7940 -0.9125 -0.0102
O -2.9079 1.4117 0.9699
O 3.7697 0.7974 -0.9955
O -1.3092 2.3859 -0.1743
O -2.0268 0.4982 -0.9127
O 1.9885 1.2186 0.1750
C 0.4178 -1.3405 -0.3078
C -2.1643 1.4491 -0.0739
C 2.8165 0.3592 -0.2983
C 1.6150 -1.5002 0.5719
C -2.0039 -0.9345 -0.6302
C -0.8296 -1.3933 0.1646
H 1.8789 -2.5588 0.6804
H -0.2881 2.1140 -0.0565
H 0.5945 -1.1643 -1.3736
H -3.1193 2.2663 1.4142
H -2.0725 -1.4390 -1.6010
H -1.0241 -1.6985 1.1972
H 1.4483 -1.0684 1.5667
H -2.9401 -1.0661 -0.0780

Atomic forces in eV per Å
Hg 2.54 7.32 0.15
O -0.08 1.00 -0.90
O -1.50 -0.32 -0.71
O 1.42 -2.68 -1.34
O 3.38 1.97 0.46
O 0.51 0.93 -0.13
O -3.34 -2.20 1.36
C -0.54 0.27 -0.09
C 1.71 -1.99 0.94
C -0.12 -3.12 0.38
C -0.28 -0.74 0.54
C -1.95 -1.56 0.39
C 0.56 0.70 0.32
H 0.07 0.26 0.01
H -3.28 0.30 -0.87
H 0.01 0.12 0.24
H 0.55 -0.34 -0.25
H -0.05 0.51 0.15
H 0.09 0.30 -0.21
H 0.09 -0.12 -0.25
H 0.22 -0.62 -0.18